[1]
2 unconnected molecules or ions with the total composition CH4ClPS2. Source: the Open Molecules 2025 dataset; level of theory: the ωB97M-V functional and the def2-TZVPD basis.

```
9
Properties=species:S:1:pos:R:3:forces:R:3
C -0.416335 0.648343 0.113133 1.10 1.17 -1.81
P 1.289004 -0.075336 -0.288229 -0.10 0.43 1.22
S 2.349124 0.334132 1.353225 -0.38 -0.36 -1.11
S -1.273121 -2.432054 0.601994 -0.54 0.53 -0.92
Cl 1.955277 0.883282 -1.995341 -0.23 0.02 0.30
H -1.124837 0.654900 -0.762092 0.96 0.38 0.75
H -0.820292 -0.011673 0.826054 -0.39 -0.57 1.24
H -0.145182 1.636654 0.563260 -0.84 -0.75 -0.56
H -1.813639 -1.638246 -0.412004 0.42 -0.85 0.89
```
Positions in Å, forces in eV/Å.

The molar mass is 146.60 g/mol. The value obtained for the HOMO-LUMO gap (alpha / beta) is 9.489 / 6.705 eV. As for the total energy: -1638.3595 hartree. As for the strongest force on any atom: 0.0470 Eh/bohr. As for the LUMO energy (alpha / beta): 0.635 / -2.855 eV. Its energy above the lowest of the compared OMol25 structures with the same formula, charge and spin is 0.0 kcal/mol. The spin multiplicity is 3. Its HOMO energy (alpha / beta) is -8.85 / -9.56 eV. Its total charge is 0.

Charges obtained by natural (NBO) population analysis, quoted in units of e: C -0.92; P 0.78; S -0.33; S -0.10; Cl -0.27; H 0.24; H 0.23; H 0.26; H 0.10

[2]
A molecular structure, C36H37FNO5RuSSi. Source: the Open Molecules 2025 dataset; level of theory: the ωB97M-V functional and the def2-TZVPD basis.

```
83
Properties=species:S:1:pos:R:3:forces:R:3
Ru -0.155390 -0.561733 0.826303 0.64 -1.13 0.35
O 1.255952 -2.549086 1.234061 -0.42 0.15 -0.17
C 1.906024 -2.567872 2.494398 0.08 0.12 0.17
C 1.057930 -1.659752 3.486238 0.16 -0.01 -0.21
O 1.595928 -1.410082 4.577645 -0.24 -0.07 -0.20
O -0.059300 -1.329919 3.035443 -0.13 0.48 0.47
C 3.307037 -1.976750 2.366502 0.01 -0.02 -0.06
C 4.328832 -2.271383 3.266664 -0.05 -0.08 0.07
C 5.582394 -1.695027 3.133237 0.00 0.05 -0.04
C 5.843779 -0.809740 2.093029 -0.05 -0.06 0.03
C 4.830011 -0.503176 1.198172 0.03 -0.01 0.02
C 3.571705 -1.075182 1.335963 0.04 -0.01 0.01
C 1.925717 -4.009347 3.015014 0.14 0.03 -0.08
C 1.985074 -4.315917 4.372921 0.00 -0.10 0.12
C 2.059578 -5.638698 4.799362 0.00 0.10 -0.02
C 2.068379 -6.679428 3.881721 -0.01 0.01 0.00
C 1.982256 -6.383878 2.528652 0.00 0.09 -0.04
C 1.911750 -5.062268 2.103599 -0.02 -0.10 -0.02
H 1.882886 -2.492756 0.498364 -0.02 0.09 -0.11
H 4.140859 -2.954684 4.086545 0.00 0.06 -0.06
H 6.358336 -1.935233 3.851201 0.01 -0.01 -0.01
H 6.825100 -0.362006 1.986438 0.00 0.00 0.01
H 5.008293 0.194440 0.387742 -0.02 0.00 0.02
H 2.784746 -0.791115 0.645383 0.05 -0.03 -0.02
H 1.954187 -3.501532 5.087146 0.04 -0.03 -0.03
H 2.106510 -5.854531 5.861417 -0.01 0.02 -0.02
H 2.129080 -7.708934 4.217747 -0.01 0.02 -0.01
H 1.964708 -7.184784 1.797814 0.01 0.02 0.00
H 1.819924 -4.838776 1.048735 0.01 -0.02 0.01
C 1.562215 1.597988 2.034087 0.18 0.05 0.22
Si -0.226498 2.079045 2.377343 0.06 -0.08 -0.17
C -0.779346 1.446532 4.058814 0.00 -0.03 0.24
C -0.222315 3.969219 2.582651 -0.11 0.18 -0.03
N -1.165822 1.415123 1.116932 -0.22 -0.51 -0.72
C -2.156900 1.904811 0.349344 -0.07 0.28 0.09
C -2.405174 3.296814 0.148602 -0.07 -0.13 -0.11
C -3.413785 3.790956 -0.669574 0.12 0.00 0.13
C -4.265584 2.936575 -1.351480 0.03 -0.11 -0.06
C -4.084564 1.562357 -1.172706 -0.02 0.14 -0.02
C -3.094314 1.083869 -0.348509 0.02 0.23 0.01
F -3.067209 -0.255572 -0.173597 0.14 -0.23 0.06
H 2.000762 1.046262 2.873148 0.00 0.05 -0.08
H 2.204429 2.461889 1.815852 -0.08 -0.05 0.02
H 1.588207 0.949329 1.147471 0.03 -0.02 -0.09
H 0.009197 0.861279 4.542333 -0.09 0.04 -0.03
H -1.630446 0.773504 3.933225 0.04 0.04 0.02
H -1.067798 2.271985 4.723645 0.00 -0.06 -0.07
H 0.482588 4.230521 3.383540 -0.06 -0.05 -0.08
H -1.213693 4.335117 2.877603 0.11 0.01 -0.04
H 0.082592 4.496934 1.671669 0.02 -0.04 0.11
H -1.755614 3.990897 0.662626 -0.02 0.02 -0.07
H -3.530048 4.866583 -0.775564 0.03 -0.03 0.02
H -5.044470 3.316778 -1.999457 -0.05 -0.02 -0.01
H -4.728920 0.841007 -1.666302 0.05 0.01 0.05
C 2.025086 -1.981156 -2.644350 0.03 -0.13 0.08
O 1.628776 -1.588764 -1.349032 0.12 0.15 -0.13
C 0.197085 -1.364953 -1.208657 -0.66 0.47 0.52
C -0.562962 -2.705761 -1.139683 0.10 -0.01 -0.33
H 1.684190 -2.999361 -2.885321 -0.01 0.03 0.00
H 3.117710 -1.961917 -2.674527 -0.02 -0.03 0.01
H 1.633078 -1.298487 -3.403651 0.00 0.04 0.00
H -1.228189 -2.846501 -2.001719 0.06 -0.03 0.04
H -1.171187 -2.787559 -0.239649 -0.05 0.02 0.11
H 0.151256 -3.537477 -1.114487 -0.04 0.04 -0.01
C -5.225891 3.755249 -5.230365 0.00 -0.03 0.00
C -4.701087 4.478782 -6.440556 0.46 -0.26 0.54
O -5.408261 5.030779 -7.234491 -0.45 0.43 -0.54
S -2.927120 4.561064 -6.681886 -0.03 -0.16 -0.09
C -2.291921 3.315478 -5.590905 -0.09 0.16 0.12
C -2.527007 1.969389 -5.847631 0.11 -0.30 0.04
C -2.053480 0.998720 -4.979746 -0.14 0.08 -0.11
C -1.309754 1.336202 -3.833925 0.06 -0.28 0.23
C -1.081186 2.697695 -3.594073 0.04 0.33 -0.11
C -1.569692 3.670539 -4.455706 0.15 -0.09 0.19
C -0.789153 0.336038 -2.962057 -0.19 0.19 -0.50
C -0.336453 -0.457215 -2.153898 0.30 0.22 0.24
H -6.250420 4.077636 -5.057304 -0.01 0.01 -0.03
H -4.606695 3.943896 -4.357211 0.04 -0.05 0.08
H -5.211919 2.679497 -5.406522 0.03 -0.01 0.03
H -3.069726 1.688200 -6.744255 0.00 -0.04 0.05
H -2.229305 -0.049035 -5.183487 -0.02 -0.02 -0.02
H -0.534054 2.979054 -2.703475 -0.05 0.01 0.01
H -1.401525 4.719297 -4.240546 -0.01 -0.02 0.04
```
Positions in Å, forces in eV/Å.

The molar mass is 743.91 g/mol. The value obtained for the HOMO-LUMO gap (alpha / beta) is 4.297 / 3.742 eV. As for the total energy: -2707.3614 hartree. As for the strongest force on any atom: 0.0262 Eh/bohr. As for the LUMO energy (alpha / beta): 3.954 / 3.955 eV. Its energy above the lowest of the compared OMol25 structures with the same formula, charge and spin is 38.5 kcal/mol. The spin multiplicity is 2. Its HOMO energy (alpha / beta) is -0.34 / 0.21 eV. Its total charge is -2.

Charges obtained by Mulliken population analysis, quoted in units of e: Ru -0.23; O 0.17; C 2.49; C 0.21; O -0.77; O -0.88; C -0.13; C -0.30; C -0.87; C -0.44; C -1.39; C 0.24; C -0.51; C -0.22; C -0.87; C -0.39; C -0.74; C -0.42; H 0.24; H 0.40; H 0.38; H 0.36; H 0.42; H 0.23; H 0.52; H 0.38; H 0.37; H 0.38; H 0.29; C -0.64; Si 0.22; C -1.10; C -1.37; N 0.18; C -0.03; C 0.04; C -1.04; C -0.22; C -0.67; C 0.67; F -0.41; H 0.28; H 0.49; H -0.16; H 0.27; H 0.25; H 0.40; H 0.38; H 0.32; H 0.33; H 0.07; H 0.34; H 0.46; H 0.38; C -1.02; O -0.05; C 0.64; C -1.31; H 0.35; H 0.24; H 0.22; H 0.31; H 0.28; H 0.33; C -0.88; C 0.61; O -0.59; S -0.20; C -0.22; C -0.36; C -0.61; C 0.62; C -0.34; C -0.28; C -0.59; C -0.12; H 0.37; H 0.19; H 0.32; H 0.46; H 0.45; H 0.44; H 0.39